8
Properties=species:S:1:pos:R:3:forces:R:3:mulliken_charge:R:1 method="wB97M-V/def2-TZVPD" spin_multiplicity=2 charge=-1 max_force_ev_per_a=0.73 gap_ev="6.68 / 6.75" energy_ha=-490.02748 mol_weight_g_mol=100.0
H 3.65830 1.32446 0.14099 0.10 0.08 0.00 0.12
H -2.98650 0.17357 0.19407 0.21 0.02 0.33 0.41
C -1.55616 -1.40907 0.48003 -0.19 -0.04 -0.09 -0.92
Na 1.12018 0.20989 -0.69141 0.09 0.02 0.59 0.96
C -1.90863 -0.06784 0.11106 0.32 -0.34 -0.56 0.39
O -1.12944 0.77964 -0.39622 -0.07 0.30 -0.08 -0.71
F -0.23910 -1.60577 -0.02433 -0.09 0.06 0.17 -0.17
O 3.04134 0.59513 0.18582 -0.36 -0.11 -0.35 -1.08